(1)
DFT (wB97M-V/def2-TZVPD) results for one molecule with the formula C4H6Br2S in a non-equilibrium geometry.

## Properties
SMILES ... Br[C@@H]1CCS[C@H]1Br
Energy above the lowest of the compared OMol25 structures with the same formula, charge and spin ... 0.0000 eV
HOMO energy ... -9.04 eV

Last column: Mulliken charge in e.
Atoms and positions in Å:
Br (-1.37134, 2.19799, 0.09668)  -0.113
C (0.14735, 1.11622, -0.47267)  -0.412
C (-0.19033, -0.35447, -0.52551)  -0.601
C (-0.37064, -0.83526, 0.90536)  -0.605
S (0.88224, 0.02168, 1.93750)  -0.080
C (1.32212, 1.22449, 0.67913)  -0.311
Br (3.05441, 0.85691, -0.20790)  -0.140
H (0.51151, 1.53314, -1.40894)  0.434
H (0.63771, -0.88168, -1.00964)  0.324
H (-1.10173, -0.53860, -1.10012)  0.311
H (-1.35082, -0.56364, 1.29912)  0.347
H (-0.22057, -1.90765, 1.01040)  0.402
H (1.39868, 2.22262, 1.10049)  0.445


(2)
DFT (wB97M-V/def2-TZVPD) results for one molecule with the formula C4H6BrClO in a non-equilibrium geometry.

## Properties
SMILES ... CC(=O)[C@@](C)(Cl)Br
Energy above the lowest of the compared OMol25 structures with the same formula, charge and spin ... 0.2044 eV
HOMO energy ... -9.97 eV

Last column: Mulliken charge in e.
Atoms and positions in Å:
C (-2.06724, -0.02261, 0.34540)  -1.095
C (-0.73805, 0.43864, -0.15102)  0.488
O (-0.58067, 1.35921, -0.87457)  -0.492
C (0.53392, -0.40858, 0.15287)  0.432
C (1.92725, 0.39657, -0.29563)  -1.141
Cl (0.61202, -0.95514, 1.81576)  -0.165
Br (0.41493, -1.82175, -1.31691)  -0.083
H (-1.76099, -0.55878, 1.27289)  0.299
H (-2.38279, -0.86093, -0.42167)  0.259
H (-2.78437, 0.68636, 0.44659)  0.407
H (2.26439, 1.19406, 0.42805)  0.335
H (2.88811, -0.28278, -0.23261)  0.310
H (1.67351, 0.83572, -1.16914)  0.445


(3)
DFT (wB97M-V/def2-TZVPD) results for a 2-piece molecular cluster, C4H6BrF overall in a non-equilibrium geometry.

## Properties
Energy above the lowest of the compared OMol25 structures with the same formula, charge and spin ... 3.1772 eV
HOMO energy ... -9.93 eV

Last column: Mulliken charge in e.
Atoms and positions in Å:
C (-0.15657, 0.23227, -0.16595)  -0.190
C (1.06841, 0.20138, 0.22467)  0.027
C (-2.97468, 0.51668, 0.95175)  -0.038
C (2.19353, -0.64223, -0.36584)  -0.847
F (-3.13041, 1.80155, 0.83779)  -0.053
Br (-3.89203, -0.32786, -0.47432)  -0.039
H (-1.03465, 0.47481, 0.44008)  -0.082
H (-0.40722, -0.27122, -1.14673)  0.191
H (1.26527, 0.66125, 1.24735)  0.256
H (2.51287, -1.21096, 0.47035)  0.257
H (2.98644, -0.14811, -0.91725)  0.278
H (1.56902, -1.28756, -1.10191)  0.241


(4)
DFT (wB97M-V/def2-TZVPD) results for a 2-piece molecular cluster, C4H6BrF overall in a non-equilibrium geometry.

## Properties
Energy above the lowest of the compared OMol25 structures with the same formula, charge and spin ... 3.6667 eV
HOMO energy (alpha / beta) ... -9.57 / -8.20 eV

Last column: Mulliken charge in e.
Atoms and positions in Å:
C (-1.37596, -0.61294, -0.31839)  -0.488
C (-1.84316, -1.70284, 0.19364)  0.098
C (1.27485, 1.56243, -0.28699)  -0.860
C (1.16477, 0.30844, 0.48028)  -0.356
F (-3.10041, -2.18060, -0.09860)  -0.239
Br (2.23885, -1.14800, 0.06664)  -0.089
H (-1.73214, 0.12071, -1.00583)  0.282
H (-1.35003, -2.36268, 0.89119)  0.291
H (2.03262, 2.21734, 0.16237)  0.319
H (0.33111, 2.10011, -0.25721)  0.268
H (1.55994, 1.37600, -1.32050)  0.335
H (0.79957, 0.32204, 1.49341)  0.439


(5)
DFT (wB97M-V/def2-TZVPD) results for C4H6BrNSe as an isolated structure in a non-equilibrium geometry.

## Properties
Energy above the lowest of the compared OMol25 structures with the same formula, charge and spin ... 2.4613 eV
HOMO energy (alpha / beta) ... -7.92 / -7.93 eV

Last column: Mulliken charge in e.
Atoms and positions in Å:
C (1.90321, -1.81785, 0.26177)  0.580
C (-0.65038, 0.53782, -1.27196)  -0.948
C (-0.09380, -0.12274, 1.24553)  -0.717
C (2.33770, -0.62040, 0.77984)  -0.791
N (1.49800, -2.77279, -0.26413)  -0.502
Se (-0.28241, 1.40380, 0.36487)  0.188
Br (2.71043, 0.91981, -0.19824)  -0.058
H (-0.42409, 1.15872, -2.12498)  0.364
H (0.08632, -0.32521, -1.48880)  0.300
H (-1.63614, 0.04444, -1.25703)  0.335
H (-0.53078, -0.93410, 0.80040)  0.383
H (-0.20191, -0.19625, 2.35554)  0.334
H (2.46591, -0.63698, 1.77749)  0.532


(6)
DFT (wB97M-V/def2-TZVPD) results for one molecule with the formula C4H6BrP in a non-equilibrium geometry.

## Properties
SMILES ... BrP1C=CCC1
Energy above the lowest of the compared OMol25 structures with the same formula, charge and spin ... 0.0000 eV
HOMO energy ... -9.12 eV

Last column: Mulliken charge in e.
Atoms and positions in Å:
Br (2.78779, -0.46781, 0.12692)  -0.234
P (1.26359, 0.96055, -0.73245)  -0.001
C (0.28227, 1.19189, 0.76916)  -0.397
C (-0.63548, 0.26255, 1.00378)  -0.262
C (-0.79239, -0.75762, -0.04381)  -0.382
C (-0.07127, -0.22054, -1.24848)  -0.799
H (0.80702, 1.86999, 1.47548)  0.356
H (-0.93618, -0.01877, 1.98000)  0.369
H (-0.23062, -1.52855, 0.45284)  0.307
H (-1.83450, -0.95976, -0.09053)  0.326
H (0.14445, -0.85516, -2.10942)  0.405
H (-0.78468, 0.52321, -1.58349)  0.312


(7)
DFT (wB97M-V/def2-TZVPD) results for C4H6BrPS as an isolated structure in a non-equilibrium geometry.

## Properties
Energy above the lowest of the compared OMol25 structures with the same formula, charge and spin ... 1.2158 eV
HOMO energy ... -8.21 eV

Last column: Mulliken charge in e.
Atoms and positions in Å:
C (0.86303, 0.77126, -0.02787)  -0.121
C (0.71069, 0.45166, -1.31090)  -0.361
C (0.47168, -0.18213, 1.05347)  -0.930
C (-1.02636, -0.07684, 1.31325)  -0.426
P (0.19158, -1.22536, -1.78522)  0.035
S (-0.20938, -1.05585, -3.67817)  -0.326
Br (-2.15703, -0.77799, -0.12420)  -0.113
H (1.17810, 1.76177, 0.27602)  0.350
H (0.91276, 1.15345, -2.11074)  0.398
H (0.72386, -1.20649, 0.77096)  0.404
H (0.97953, 0.05612, 1.99127)  0.338
H (-1.31118, -0.63826, 2.20633)  0.369
H (-1.32726, 0.96867, 1.42579)  0.382


(8)
DFT (wB97M-V/def2-TZVPD) results for C4H6CaO2 as an isolated structure in a non-equilibrium geometry.

## Properties
Energy above the lowest of the compared OMol25 structures with the same formula, charge and spin ... 0.0000 eV
HOMO energy (alpha / beta) ... -6.77 / -6.77 eV

Last column: Mulliken charge in e.
Atoms and positions in Å:
O (-2.47122, 1.04095, 0.09087)  -0.506
C (-1.22513, 0.61282, -0.41913)  -0.277
C (-0.64546, -0.39897, 0.56422)  -0.318
C (0.79368, -0.63420, 0.37204)  -0.463
C (1.76115, -1.17008, -0.25549)  -0.298
H (-2.78425, 1.79164, -0.42059)  0.297
H (-0.53518, 1.46678, -0.53476)  0.261
H (-1.34188, 0.13764, -1.40764)  0.265
H (-1.16494, -1.36355, 0.43862)  0.210
H (-0.80742, -0.03085, 1.59014)  0.255
H (2.23519, -2.15531, -0.22404)  0.303
O (3.41169, -0.02149, -0.72669)  -1.004
Ca (2.77378, 0.72461, 0.93245)  1.276


(9)
DFT (wB97M-V/def2-TZVPD) results for one molecule with the formula C4H6Cl2 in a non-equilibrium geometry.

## Properties
SMILES ... ClC/C=C\CCl
Energy above the lowest of the compared OMol25 structures with the same formula, charge and spin ... 1.3912 eV
HOMO energy ... -10.28 eV

Last column: Mulliken charge in e.
Atoms and positions in Å:
Cl (-2.61460, -1.29193, -0.38224)  -0.212
C (-1.43232, -0.29511, 0.51772)  -0.399
C (-0.66327, 0.63670, -0.43127)  -0.327
C (0.58130, 0.67659, -0.53844)  -0.190
C (1.66748, -0.10211, 0.09443)  -0.462
Cl (1.41637, -1.90972, -0.29678)  -0.190
H (-2.09181, 0.25907, 1.18036)  0.318
H (-0.80669, -0.98025, 1.16869)  0.254
H (-1.25250, 1.26375, -0.97062)  0.428
H (0.94068, 1.55536, -1.18807)  0.193
H (1.55736, 0.00170, 1.32257)  0.286
H (2.69800, 0.18596, -0.47636)  0.302


(10)
DFT (wB97M-V/def2-TZVPD) results for one molecule with the formula C4H6Cl2 in a non-equilibrium geometry.

## Properties
SMILES ... C=C(Cl)[C@@H](C)Cl
Energy above the lowest of the compared OMol25 structures with the same formula, charge and spin ... 0.4704 eV
HOMO energy ... -9.85 eV

Last column: Mulliken charge in e.
Atoms and positions in Å:
C (-0.67336, -1.85301, 0.37014)  -0.725
C (-0.74165, -0.67745, -0.30953)  0.387
Cl (-2.36771, 0.01248, -0.63533)  -0.195
C (0.42549, 0.28286, -0.58057)  0.093
C (0.56008, 1.48009, 0.36930)  -1.103
Cl (2.07902, -0.59215, -0.64959)  -0.211
H (-1.55072, -2.53106, 0.48903)  0.250
H (0.25396, -2.35017, 0.67550)  0.269
H (0.31815, 0.80918, -1.54939)  0.287
H (1.48976, 2.03740, 0.22176)  0.357
H (-0.32653, 2.09811, 0.12262)  0.305
H (0.53351, 1.28371, 1.47607)  0.285


(11)
DFT (wB97M-V/def2-TZVPD) results for C4H6Cl3N3O as an isolated structure in a non-equilibrium geometry.

## Properties
Total charge ... +2
HOMO energy (alpha / beta) ... -17.77 / -17.09 eV

Last column: Mulliken charge in e.
Atoms and positions in Å:
C (0.55606, 1.01591, 1.37538)  0.060
C (2.36458, 0.22945, -0.08014)  0.710
C (0.07891, -0.20186, -0.93839)  -0.302
C (-2.76390, -0.79406, 0.02588)  -0.577
N (-0.42677, -1.04146, 0.17923)  0.031
N (1.92121, 0.84366, 1.04577)  -0.055
N (1.51233, -0.23881, -0.99615)  -0.126
O (-1.59175, -1.34326, 0.57120)  -0.019
Cl (0.09093, 2.04211, 2.56394)  0.089
Cl (3.94643, 0.03584, -0.40140)  0.014
Cl (-0.38682, 1.56022, -0.74850)  0.033
H (-0.25243, -0.58801, -2.00244)  0.499
H (-3.48646, -1.63958, 0.05821)  0.319
H (-2.53623, -0.33862, -0.94171)  0.356
H (-3.50935, -0.07501, 0.61491)  0.297
H (2.68035, 1.34448, 1.52463)  0.303
H (1.80289, -0.81100, -1.85042)  0.367


(12)
DFT (wB97M-V/def2-TZVPD) results for a 3-piece molecular cluster, C4H6Cl8OS overall in a non-equilibrium geometry.

## Properties
HOMO energy ... -9.17 eV

Last column: Mulliken charge in e.
Atoms and positions in Å:
C (-0.19893, -0.10207, 1.57578)  -0.533
S (-1.65463, -1.19362, 1.71904)  0.528
O (-1.23046, -2.27304, 2.71590)  -0.626
C (-2.62102, 0.04603, 2.71636)  -0.951
H (0.42790, -0.08694, 2.46739)  0.372
H (-0.52536, 0.88822, 1.25819)  0.256
H (0.47253, -0.55111, 0.84393)  -0.018
H (-2.79922, 0.95153, 2.13633)  0.332
H (-2.05887, 0.26080, 3.62519)  0.300
H (-3.61827, -0.30337, 2.98373)  0.345
C (1.19542, 2.59496, -2.58846)  0.304
Cl (0.91634, 1.85196, -0.99711)  -0.045
Cl (-0.23071, 2.57297, -3.53514)  -0.082
Cl (1.74907, 4.27967, -2.43659)  -0.117
Cl (2.47523, 1.69971, -3.37143)  -0.066
C (1.53229, -2.13457, -1.81621)  0.331
Cl (1.18279, -3.09507, -0.38999)  -0.076
Cl (0.33619, -0.86480, -1.99583)  -0.046
Cl (3.13338, -1.38793, -1.63886)  -0.096
Cl (1.51633, -3.15335, -3.27221)  -0.111


> Which formula does entry 1 have?

C4H6Br2S